[1]
A 11-piece molecular cluster, C50H122O16 overall in a non-equilibrium geometry. Source: OMol25; level of theory: wB97M-V/def2-TZVPD.

Computed properties:
* strongest force on any atom: 3.2 eV/A
* electronic energy: -86576.0401 eV
* Kohn-Sham gap: 9.8 eV
* molecular weight: 979.5 g/mol

Cartesian coordinates (Å):
C  5.823  2.978  -4.950
O  4.718  2.844  -4.137
C  3.757  3.989  -4.162
C  2.845  4.138  -5.313
O  3.651  4.690  -6.346
C  3.057  4.917  -7.578
H  6.489  3.782  -4.664
H  5.569  3.072  -6.012
H  6.375  2.033  -4.969
H  4.408  4.803  -3.877
H  3.088  3.795  -3.314
H  1.971  4.741  -5.026
H  2.424  3.142  -5.578
H  2.599  3.986  -7.915
H  3.922  5.180  -8.272
H  2.405  5.759  -7.497
C  4.506  -2.600  -5.080
O  4.374  -1.286  -4.555
C  3.205  -0.583  -4.912
C  2.137  -0.875  -3.936
O  1.689  -2.192  -4.184
C  0.941  -2.720  -3.124
H  4.033  -2.775  -6.018
H  4.037  -3.311  -4.422
H  5.613  -2.758  -5.198
H  2.858  -0.825  -5.936
H  3.524  0.449  -4.919
H  1.299  -0.173  -4.147
H  2.655  -0.876  -2.961
H  1.607  -2.714  -2.266
H  0.714  -3.761  -3.404
H  0.040  -2.124  -2.946
C  0.085  -5.770  6.432
O  -0.926  -4.840  6.117
C  -1.392  -4.958  4.779
C  -1.017  -3.746  3.979
O  0.364  -3.698  3.752
C  1.073  -2.750  4.515
H  1.034  -5.458  5.945
H  -0.111  -6.833  6.205
H  0.303  -5.576  7.494
H  -2.513  -4.941  4.960
H  -1.248  -5.989  4.300
H  -1.392  -2.774  4.448
H  -1.506  -3.713  3.036
H  0.907  -1.717  4.126
H  2.133  -3.071  4.405
H  0.695  -2.758  5.591
C  -2.738  -5.319  -1.069
O  -2.313  -4.739  0.210
C  -1.197  -3.916  0.137
C  0.120  -4.632  0.344
O  0.720  -5.060  -0.848
C  2.030  -5.503  -0.559
H  -2.196  -6.246  -1.293
H  -2.526  -4.603  -1.828
H  -3.806  -5.593  -0.940
H  -1.394  -3.154  0.866
H  -1.165  -3.482  -0.837
H  0.022  -5.433  1.087
H  0.858  -3.966  0.861
H  2.384  -6.143  -1.425
H  1.962  -6.120  0.336
H  2.661  -4.641  -0.309
C  -0.105  -1.454  -6.981
O  0.247  -0.314  -6.232
C  -0.451  0.846  -6.619
C  -1.658  0.909  -5.712
O  -2.487  1.977  -6.134
C  -3.685  2.079  -5.410
H  -0.086  -1.288  -8.059
H  -1.070  -1.900  -6.730
H  0.674  -2.189  -6.727
H  -0.863  0.829  -7.612
H  0.139  1.758  -6.502
H  -1.346  1.034  -4.677
H  -2.118  -0.093  -5.847
H  -4.300  1.204  -5.610
H  -4.217  2.918  -5.819
H  -3.480  1.956  -4.366
C  -1.464  0.588  6.696
O  -2.427  1.370  5.942
C  -3.103  2.271  6.780
C  -4.228  2.982  6.102
O  -3.879  4.111  5.332
C  -3.103  3.798  4.168
H  -1.904  0.202  7.626
H  -0.550  1.151  6.934
H  -1.108  -0.236  6.060
H  -2.327  2.986  7.230
H  -3.462  1.630  7.624
H  -4.835  3.374  6.903
H  -4.846  2.382  5.495
H  -2.020  3.592  4.406
H  -3.103  4.678  3.551
H  -3.529  2.964  3.604
C  -4.368  -0.110  -2.509
O  -5.021  -1.058  -1.709
C  -4.104  -1.880  -1.005
C  -4.923  -2.761  -0.079
O  -5.678  -3.700  -0.748
C  -6.936  -3.197  -1.136
H  -5.149  0.307  -3.164
H  -3.561  -0.568  -3.150
H  -3.904  0.630  -1.835
H  -3.392  -1.310  -0.373
H  -3.557  -2.526  -1.741
H  -5.495  -2.150  0.609
H  -4.185  -3.322  0.485
H  -7.313  -2.536  -0.343
H  -7.520  -4.116  -1.220
H  -6.946  -2.706  -2.118
C  2.249  0.903  5.400
O  2.164  1.470  6.672
C  2.870  0.775  7.729
C  2.640  1.516  9.103
O  1.334  1.382  9.593
C  1.095  0.157  10.288
H  3.228  1.035  4.979
H  1.566  1.382  4.724
H  2.008  -0.173  5.329
H  3.906  0.695  7.414
H  2.554  -0.230  7.925
H  2.828  2.588  8.851
H  3.238  1.183  9.894
H  1.510  -0.711  9.759
H  0.003  -0.028  10.386
H  1.587  0.192  11.261
C  -5.029  1.663  0.813
C  -4.112  2.708  0.127
C  -4.781  3.414  -1.087
C  -3.746  4.223  -1.883
C  -4.325  4.919  -3.115
C  -3.341  5.884  -3.726
H  -5.408  0.910  0.114
H  -5.796  2.189  1.392
H  -4.472  1.130  1.579
H  -3.885  3.463  0.876
H  -3.202  2.231  -0.205
H  -5.636  3.965  -0.744
H  -5.244  2.562  -1.639
H  -3.220  4.953  -1.192
H  -2.994  3.520  -2.199
H  -4.636  4.197  -3.886
H  -5.245  5.425  -2.804
H  -2.655  6.404  -3.042
H  -2.748  5.348  -4.417
H  -3.821  6.624  -4.319
C  3.611  1.349  1.376
C  4.209  0.115  0.707
C  5.459  0.399  -0.054
C  5.788  -0.805  -0.973
C  7.203  -0.723  -1.479
C  8.238  -0.921  -0.312
H  4.472  1.701  2.036
H  2.773  1.110  2.045
H  3.311  2.122  0.656
H  4.594  -0.541  1.529
H  3.490  -0.476  0.199
H  6.308  0.571  0.561
H  5.414  1.260  -0.706
H  5.627  -1.776  -0.441
H  5.167  -0.833  -1.855
H  7.436  -1.525  -2.212
H  7.312  0.281  -1.937
H  9.234  -1.083  -0.706
H  8.183  -0.122  0.389
H  7.897  -1.894  0.060
C  -1.201  0.624  3.103
C  -1.568  -0.316  1.957
C  -0.568  -0.431  0.820
C  -0.722  0.722  -0.169
C  0.246  0.539  -1.313
C  0.668  1.836  -2.051
H  -0.337  0.234  3.709
H  -1.983  0.605  3.862
H  -0.973  1.661  2.761
H  -1.757  -1.286  2.363
H  -2.556  0.025  1.556
H  -0.551  -1.335  0.301
H  0.442  -0.436  1.234
H  -1.809  0.716  -0.432
H  -0.484  1.662  0.402
H  1.215  0.235  -0.832
H  -0.166  -0.205  -2.040
H  -0.190  2.338  -2.484
H  1.194  2.478  -1.334
H  1.389  1.567  -2.825

These are the Mulliken partial charges, in e, on atoms 1 to 8: atom 1 (C): -0.88, atom 2 (O): -0.07, atom 3 (C): -0.84, atom 4 (C): 0.27, atom 5 (O): -0.32, atom 6 (C): -0.74, atom 7 (H): 0.38, atom 8 (H): 0.27

---

[2]
A 8-piece molecular cluster, C50H123BF4N6O8 overall in a non-equilibrium geometry. Source: OMol25; level of theory: wB97M-V/def2-TZVPD.

Computed properties:
* strongest force on any atom: 5.2 eV/A
* electronic energy: -90661.0339 eV
* expectation value of S²: 0.757
* Kohn-Sham gap (alpha / beta): 9.1 / 5.8 eV
* molecular weight: 1023.4 g/mol
* total charge: +5
* 2S+1: 2

Cartesian coordinates (Å):
C  -16.305  -8.533  -8.303
C  -17.589  -8.175  -9.100
N  -17.946  -6.633  -9.278
C  -16.696  -6.050  -9.992
C  -19.111  -6.529  -10.353
C  -20.464  -7.119  -9.806
C  -18.495  -6.041  -7.943
C  -17.466  -5.168  -7.143
O  -16.364  -5.943  -6.764
C  -15.800  -5.578  -5.530
H  -15.444  -7.932  -8.594
H  -15.794  -9.480  -8.478
H  -16.448  -8.426  -7.228
H  -18.499  -8.479  -8.583
H  -17.621  -8.477  -10.147
H  -15.870  -6.105  -9.283
H  -16.936  -4.991  -10.089
H  -16.437  -6.415  -10.986
H  -18.831  -7.177  -11.184
H  -19.130  -5.508  -10.735
H  -21.239  -7.265  -10.558
H  -20.955  -6.420  -9.128
H  -20.395  -8.127  -9.399
H  -18.841  -6.820  -7.264
H  -19.304  -5.334  -8.128
H  -17.942  -4.680  -6.292
H  -17.122  -4.284  -7.681
H  -14.786  -5.951  -5.391
H  -16.296  -5.804  -4.586
H  -15.640  -4.501  -5.501
C  -21.524  -6.986  7.134
C  -20.016  -7.198  6.888
N  -19.547  -7.107  5.374
C  -20.154  -5.820  4.737
C  -17.951  -7.089  5.328
C  -17.276  -6.091  6.261
C  -20.016  -8.381  4.625
C  -19.745  -8.583  3.091
O  -18.448  -8.261  2.676
C  -18.487  -7.818  1.356
H  -22.065  -7.845  6.736
H  -21.858  -5.994  6.831
H  -21.863  -7.058  8.167
H  -19.595  -8.126  7.275
H  -19.497  -6.431  7.462
H  -19.743  -5.676  3.738
H  -19.840  -5.026  5.416
H  -21.228  -5.995  4.685
H  -17.718  -6.863  4.288
H  -17.698  -8.123  5.566
H  -16.253  -5.872  5.957
H  -17.197  -6.488  7.273
H  -17.772  -5.156  6.523
H  -21.083  -8.505  4.806
H  -19.598  -9.214  5.192
H  -20.555  -8.213  2.464
H  -19.739  -9.633  2.797
H  -18.486  -8.573  0.570
H  -17.625  -7.225  1.051
H  -19.330  -7.132  1.274
C  -14.986  -7.278  0.614
C  -15.180  -6.132  -0.394
N  -14.765  -4.804  0.214
C  -15.042  -3.694  -0.830
C  -15.750  -4.447  1.463
C  -15.576  -3.122  2.085
C  -13.209  -4.730  0.711
C  -12.065  -5.282  -0.256
O  -11.954  -4.478  -1.403
C  -11.079  -5.098  -2.335
H  -13.926  -7.521  0.685
H  -15.518  -8.143  0.217
H  -15.285  -7.209  1.660
H  -16.214  -6.086  -0.738
H  -14.725  -6.506  -1.311
H  -14.479  -3.865  -1.747
H  -14.996  -2.657  -0.497
H  -16.061  -3.888  -1.166
H  -15.447  -5.215  2.174
H  -16.736  -4.676  1.060
H  -14.541  -2.950  2.381
H  -16.145  -3.043  3.011
H  -15.906  -2.281  1.475
H  -13.166  -5.147  1.717
H  -13.110  -3.650  0.819
H  -12.241  -6.339  -0.455
H  -11.093  -5.257  0.237
H  -10.052  -5.233  -1.998
H  -11.145  -4.458  -3.215
H  -11.451  -6.041  -2.737
C  -27.050  -4.150  -6.127
C  -26.097  -5.378  -5.929
N  -24.577  -5.100  -6.364
C  -24.492  -5.229  -7.895
C  -24.030  -3.753  -5.824
C  -24.233  -3.538  -4.292
C  -23.814  -6.317  -5.722
C  -22.453  -6.663  -6.283
O  -21.355  -5.811  -5.916
C  -21.027  -6.000  -4.530
H  -26.961  -3.553  -7.035
H  -26.919  -3.428  -5.321
H  -28.108  -4.377  -6.001
H  -26.514  -6.199  -6.512
H  -26.126  -5.698  -4.888
H  -23.438  -4.999  -8.051
H  -25.113  -4.503  -8.419
H  -24.767  -6.227  -8.237
H  -24.302  -3.016  -6.580
H  -22.992  -4.042  -5.991
H  -24.276  -2.462  -4.121
H  -23.497  -4.133  -3.752
H  -25.129  -3.798  -3.728
H  -24.421  -7.202  -5.914
H  -23.692  -6.183  -4.647
H  -22.447  -6.738  -7.370
H  -22.180  -7.642  -5.890
H  -19.998  -5.705  -4.328
H  -20.982  -7.048  -4.233
H  -21.624  -5.418  -3.827
C  -22.249  -10.029  -3.983
C  -21.359  -10.278  -2.726
N  -21.936  -9.664  -1.399
C  -20.934  -10.127  -0.236
C  -21.805  -8.076  -1.612
C  -22.159  -7.132  -0.442
C  -23.369  -10.111  -1.093
C  -23.638  -11.610  -0.639
O  -23.431  -12.528  -1.613
C  -23.645  -13.851  -1.249
H  -23.258  -10.390  -3.782
H  -21.710  -10.503  -4.802
H  -22.317  -8.975  -4.255
H  -20.309  -10.003  -2.827
H  -21.040  -11.299  -2.516
H  -20.859  -11.208  -0.117
H  -21.387  -9.780  0.693
H  -19.911  -9.753  -0.283
H  -22.304  -7.671  -2.492
H  -20.725  -7.981  -1.724
H  -21.784  -7.430  0.537
H  -23.241  -7.172  -0.320
H  -21.872  -6.102  -0.652
H  -23.957  -9.976  -2.001
H  -23.801  -9.608  -0.228
H  -24.692  -11.638  -0.363
H  -23.125  -11.899  0.278
H  -23.630  -14.020  -0.173
H  -22.799  -14.390  -1.675
H  -24.471  -14.344  -1.762
C  -16.431  -10.714  0.993
C  -15.396  -11.832  1.148
N  -14.947  -12.238  2.587
C  -13.726  -13.178  2.324
C  -14.734  -10.989  3.467
C  -13.686  -9.925  2.919
C  -16.049  -13.083  3.246
C  -15.810  -13.529  4.796
O  -14.708  -14.399  4.848
C  -13.851  -14.631  5.972
H  -16.378  -10.494  -0.074
H  -16.068  -9.926  1.652
H  -17.487  -10.774  1.255
H  -14.497  -11.452  0.661
H  -15.701  -12.704  0.570
H  -14.066  -13.852  1.538
H  -13.308  -13.647  3.215
H  -12.885  -12.625  1.906
H  -14.268  -11.394  4.366
H  -15.710  -10.570  3.711
H  -12.681  -10.330  3.038
H  -13.642  -8.989  3.478
H  -13.773  -9.542  1.902
H  -16.272  -13.931  2.599
H  -16.940  -12.461  3.162
H  -16.663  -14.148  5.073
H  -15.697  -12.646  5.424
H  -13.298  -15.569  5.941
H  -14.491  -14.606  6.855
H  -13.158  -13.794  6.054
B  -17.980  -8.345  -2.791
F  -17.956  -9.670  -2.287
F  -16.801  -7.985  -3.442
F  -18.976  -8.460  -3.804
F  -18.403  -7.443  -1.863
C  -18.431  -12.822  -1.270
C  -19.035  -13.376  -0.029
O  -18.384  -13.409  1.025
O  -20.181  -13.751  -0.079
H  -19.002  -11.980  -1.660
H  -18.318  -13.613  -2.012
H  -17.529  -12.270  -1.007

These are the Mulliken partial charges, in e, on atoms 1 to 8: atom 1 (C): -1.18, atom 2 (C): -0.47, atom 3 (N): 0.34, atom 4 (C): -1.08, atom 5 (C): -0.54, atom 6 (C): -0.81, atom 7 (C): -0.03, atom 8 (C): -1.31